# 1
Here is C31H43N13OPS2Ta as an isolated structure at a distorted geometry from OMol25. Energies are from ωB97M-V/def2-TZVPD.

The geometry in XYZ format:
```
92
Properties=species:S:1:pos:R:3
Ta 0.867 -0.170 -1.115
S 1.968 -0.551 -3.668
S 1.449 -0.869 1.330
P -2.428 -1.598 -2.748
O -2.710 -1.189 3.227
N -0.606 0.527 -2.920
N -0.671 3.494 0.389
N 3.181 1.241 -1.484
N -0.459 -1.151 3.196
N -1.540 -0.260 -0.435
N 0.096 -2.291 -1.572
N -1.169 -3.978 -2.254
N -2.743 4.091 1.635
N -1.871 0.292 -4.735
N -3.756 -0.482 -0.574
N 0.767 0.805 3.361
N 3.236 -1.473 -1.059
N 0.580 1.636 -0.567
C -0.090 -4.540 -1.605
C -1.747 -0.787 3.822
C -0.411 1.615 -3.788
C -0.770 0.728 7.129
C -1.182 1.467 -4.898
C -2.952 0.634 5.394
C 4.287 -0.651 -0.338
C -0.668 0.035 5.939
C -1.782 3.840 1.052
C 0.714 3.913 3.553
C -2.562 -0.757 -1.152
C -3.518 0.227 0.580
C 2.907 -2.079 -3.484
C -1.046 -2.644 -2.215
C 0.681 -3.515 -1.172
C 3.262 1.796 -2.874
C -2.162 0.357 0.659
C -1.974 1.355 7.462
C 3.876 -2.037 -2.332
C 1.813 2.936 3.986
C -1.530 -0.232 -3.532
C 4.502 0.653 -1.059
C -2.890 -0.230 -5.707
C -0.099 2.530 -0.092
C -3.062 1.305 6.593
C -5.113 -0.866 -1.080
C 0.485 -0.308 2.750
C -1.761 -0.006 5.062
C -2.298 -4.763 -2.886
C 3.285 0.700 -3.916
C 1.924 1.722 3.096
H -3.186 -4.699 -2.264
H 4.244 0.175 -3.943
H -2.584 0.084 -6.699
H -2.060 1.873 8.413
H -3.996 1.787 6.863
H -3.871 0.162 -5.471
H 0.065 0.737 7.818
H -3.789 0.528 4.717
H -0.610 -1.930 2.563
H 1.906 1.998 2.051
H 1.649 2.600 5.011
H 2.149 -2.857 -3.367
H -1.978 -5.793 -2.953
H 2.833 1.155 3.293
H 4.141 2.427 -3.012
H 0.628 4.725 4.265
H -0.260 3.412 3.504
H -1.326 2.112 -5.753
H -4.319 0.546 1.228
H 4.250 -3.037 -2.117
H -5.290 -0.387 -2.037
H 0.009 -5.609 -1.501
H 3.133 1.110 -4.906
H 2.395 2.433 -3.039
H 1.586 -3.593 -0.589
H -2.897 -1.312 -5.674
H -5.213 -1.951 -1.152
H 3.427 -2.247 -4.428
H -5.843 -0.506 -0.358
H 0.257 2.432 -3.569
H 0.207 1.004 4.189
H 4.745 -1.441 -2.581
H 3.961 -0.472 0.686
H 5.056 1.340 -0.418
H 3.104 -2.272 -0.445
H -1.610 0.837 1.449
H 5.103 0.511 -1.952
H 5.231 -1.215 -0.287
H 2.952 2.011 -0.864
H -2.484 -4.380 -3.883
H 2.794 3.417 3.978
H 0.941 4.337 2.568
H 0.237 -0.528 5.714
```

LUMO level: -0.465 Eh
Energy above the lowest of the compared OMol25 structures with the same formula, charge and spin: 0.0 kcal per mole
Energy: -3187.632148 Eh
HOMO-LUMO gap: 5.4 eV
E_HOMO: -18.104 eV
Charge: +4
Molecular weight: 889.8 g/mol

In elementary charge units, the Löwdin charges are: Ta 1.661; S 0.952; S 0.692; P 1.217; O 0.136; N -0.122; N 0.215; N -0.107; N 0.131; N -0.026; N -0.106; N -0.077; N 0.230; N -0.076; N -0.075; N 0.086; N -0.137; N -0.119; C 0.007; C -0.347; C -0.116; C -0.031; C 0.003; C 0.006; C -0.195; C -0.054; C -0.269; C -0.081; C -0.450; C 0.006; C -0.397; C -0.441; C -0.107; C -0.228; C -0.120; C -0.005; C -0.198; C -0.215; C -0.459; C -0.147; C 0.042; C -0.217; C -0.018; C 0.035; C -0.641; C -0.177; C 0.042; C -0.347; C -0.167; H 0.103; H 0.095; H 0.111; H 0.132; H 0.131; H 0.108; H 0.126; H 0.127; H 0.132; H 0.086; H 0.121; H 0.073; H 0.107; H 0.129; H 0.149; H 0.092; H 0.059; H 0.156; H 0.153; H 0.149; H 0.096; H 0.154; H 0.104; H 0.102; H 0.104; H 0.083; H 0.102; H 0.116; H 0.109; H 0.106; H 0.119; H 0.109; H 0.067; H 0.149; H 0.064; H 0.095; H 0.115; H 0.152; H 0.101; H 0.091; H 0.131; H 0.072; H 0.128

***

# 2
Here is a 24-piece molecular cluster, H48O24 overall at a distorted geometry from OMol25. Energies are from ωB97M-V/def2-TZVPD.

The geometry in XYZ format:
```
72
Properties=species:S:1:pos:R:3
O -0.829 0.407 -0.853
O -0.542 -2.407 3.733
O -1.437 -1.206 -4.789
O 0.700 0.734 5.614
O -2.244 2.858 -1.076
O 3.838 -1.900 1.763
O -0.300 5.287 -1.154
O -2.912 -0.977 -2.222
O 0.880 -2.247 1.042
O -1.849 -3.082 -0.021
O 1.626 0.207 2.210
O 0.319 2.761 -3.182
O -0.005 -5.407 -2.733
O -1.487 2.328 1.640
O -2.415 -0.458 1.451
O 0.403 2.540 3.486
O 3.159 -0.514 4.690
O 0.844 -2.805 -3.909
O 2.849 0.594 -3.316
O 1.309 -1.256 -1.566
O -2.436 -5.279 -1.565
O 1.790 3.676 -0.236
O 2.784 1.235 -0.458
O -3.943 3.929 0.735
H -2.814 -5.968 -0.995
H 0.171 2.082 -2.453
H -2.870 -0.629 2.241
H 2.659 -0.182 -3.851
H -2.271 0.484 1.537
H -0.596 6.205 -1.372
H -3.421 3.627 -0.012
H 1.069 3.240 3.537
H -0.897 -5.547 -2.406
H 2.382 3.906 0.462
H -0.963 -0.465 -5.211
H -1.702 2.064 -0.866
H -0.132 -2.735 2.921
H 0.878 1.091 6.505
H -1.991 -2.263 0.452
H -0.633 -1.688 -4.416
H 1.032 4.260 -0.217
H -2.663 2.714 -1.901
H -1.068 -3.472 0.314
H 0.558 3.544 -2.734
H 0.982 -2.024 0.133
H 1.039 0.965 2.370
H -1.079 2.678 2.413
H 1.558 0.396 5.291
H -2.528 -1.184 -3.084
H 3.120 -0.577 3.732
H 3.404 1.291 -1.204
H 4.050 -2.324 0.955
H -2.308 2.799 1.534
H -4.867 3.730 0.672
H 0.951 -1.374 1.494
H 1.174 -2.392 -3.080
H 0.363 -1.132 -1.576
H -2.332 -4.469 -1.096
H 0.351 -3.571 -3.574
H 0.072 -5.922 -3.527
H -1.093 4.773 -0.945
H 2.902 -2.179 1.928
H -2.912 -1.803 -1.759
H 2.256 0.456 1.514
H 2.140 1.261 -3.311
H -1.557 -0.224 -1.242
H 2.381 2.072 -0.322
H 1.628 -0.349 -1.422
H 0.282 2.169 4.401
H 3.987 -0.917 4.966
H -0.659 0.104 0.059
H -0.138 -1.537 3.861
```

LUMO level: -0.003 Eh
Energy above the lowest of the compared OMol25 structures with the same formula, charge and spin: 15.6 kcal per mole
Energy: -1834.651510 Eh
HOMO-LUMO gap: 10.8 eV
E_HOMO: -10.900 eV
Charge: 0
Molecular weight: 432.4 g/mol

In elementary charge units, the Löwdin charges are: O -0.095; O -0.057; O -0.091; O -0.066; O -0.049; O -0.053; O -0.059; O -0.027; O -0.064; O -0.021; O -0.051; O -0.050; O -0.051; O -0.034; O -0.019; O -0.071; O -0.046; O -0.075; O -0.055; O -0.056; O -0.039; O -0.026; O -0.043; O -0.054; H 0.076; H 0.051; H 0.031; H 0.046; H 0.003; H 0.086; H -0.027; H 0.073; H -0.017; H 0.049; H 0.054; H 0.028; H 0.005; H 0.068; H 0.013; H 0.026; H 0.014; H 0.055; H 0.027; H -0.014; H -0.017; H 0.033; H -0.009; H 0.012; H 0.019; H 0.003; H 0.054; H 0.018; H 0.012; H 0.033; H 0.012; H 0.015; H 0.020; H -0.023; H 0.013; H 0.039; H 0.027; H 0.034; H 0.020; H 0.041; H 0.024; H 0.071; H -0.042; H 0.027; H 0.052; H 0.058; H 0.038; H 0.019